Computed, not measured: C2H4BrNO in the gas phase in a non-equilibrium geometry, with wB97M-V/def2-TZVPD.

Structure (XYZ):
```
9
Properties=species:S:1:pos:R:3:nbo_charge:R:1
C -1.3702 -0.6387 0.0166 0.58
C 1.2798 0.0966 -0.0149 -0.42
N -0.1414 0.3073 0.3864 -0.68
O -1.2948 -1.8124 -0.0466 -0.52
Br -2.8657 0.4565 -0.1611 0.03
H 1.9056 0.7070 0.6259 0.21
H 1.7380 -0.8406 -0.0689 0.22
H 1.2385 0.4057 -1.0036 0.19
H -0.4898 1.3185 0.2663 0.39
```

## Properties
- Energy relative to the best compared isomer or geometry (same formula, charge and spin): 1.485 eV
- SMILES string: CNC(=O)Br
- Lowest unoccupied orbital energy: 0.67 eV
- Kohn-Sham gap: 10.34 eV
- Max |F|: 0.1136 hartree/bohr